No. 1
Here is a single C23H20N4O2 molecule at a distorted geometry from the Open Molecules 2025 dataset. Energies are from ωB97M-V/def2-TZVPD.

Its frontier orbital gap is 9.59 eV. The LUMO energy is 0.662 eV. The energy is -1257.949434 Eh. The energy above the lowest of the compared OMol25 structures with the same formula, charge and spin is 194.4 kJ/mol.

Geometry as ORCA input:
```
! wB97M-V def2-TZVPD RIJCOSX def2/J DEFGRID3
* xyz 0 1
C 0.363 -1.954 -1.155
C 1.620 0.077 -2.015
C -0.540 -1.616 1.133
H -1.770 1.615 -2.703
H -0.687 0.625 2.414
C -2.420 0.064 0.400
C 2.750 -1.120 0.709
C -0.952 1.486 1.820
H 2.182 -3.153 0.420
C 3.352 1.183 0.872
O -3.835 -1.332 -0.421
H 5.350 1.596 0.180
H -3.017 2.393 -0.687
C 4.827 -0.481 0.031
N -0.757 -0.004 -2.008
H -1.981 -3.999 0.292
H 3.118 2.206 1.129
C 0.359 1.967 -2.742
O -0.402 -1.629 2.345
H 0.295 2.815 2.933
H 0.288 2.973 -3.123
H 1.442 0.405 1.471
H -3.753 -3.930 0.240
H -0.368 4.810 1.644
C -1.735 3.731 0.395
N 3.932 -1.440 0.200
H 2.559 -0.428 -1.854
H 2.507 1.901 -2.708
C -2.835 -3.538 -0.195
H 1.596 -2.426 1.941
C -0.416 2.725 2.125
H -2.050 4.609 -0.150
H 1.190 -2.553 -1.542
H -0.583 -2.412 -1.449
C -1.832 -1.238 0.510
C 4.590 0.848 0.344
C 0.416 -0.565 -1.751
C -0.784 1.222 -2.497
H 5.775 -0.801 -0.384
C -1.868 1.358 0.780
C -2.273 2.498 0.086
C 1.766 -2.249 0.873
H -2.833 -3.795 -1.255
C -0.793 3.846 1.406
N -3.597 -0.030 -0.166
C 1.587 1.372 -2.506
C -2.785 -2.066 -0.021
N 0.470 -1.952 0.294
C 2.415 0.184 1.063
*
```

---

No. 2
Here is a molecular structure, C2H3NS3 at a distorted geometry from the Open Molecules 2025 dataset. Energies are from ωB97M-V/def2-TZVPD.

Its frontier orbital gap is 7.85 eV. The LUMO energy is -0.904 eV. The energy is -1327.180998 Eh. The energy above the lowest of the compared OMol25 structures with the same formula, charge and spin is 356.1 kJ/mol.

Geometry as ORCA input:
```
! wB97M-V def2-TZVPD RIJCOSX def2/J DEFGRID3
* xyz 0 1
S -2.529 2.128 0.462
H -0.430 -2.399 0.234
N 1.172 -0.986 0.091
H 0.114 1.179 0.609
S 1.487 0.637 -0.255
C -0.047 -1.402 -0.217
S -1.391 -0.364 -0.685
H 2.817 0.102 -0.539
C -1.194 1.105 0.301
*
```

---

No. 3
Here is a molecular structure, C10H19LuN2 at a distorted geometry from the Open Molecules 2025 dataset. Energies are from ωB97M-V/def2-TZVPD.

Its frontier orbital gap is 8.14 eV. The LUMO energy is -8.978 eV. The energy is -1736.822647 Eh. The energy above the lowest of the compared OMol25 structures with the same formula, charge and spin is 45.1 kJ/mol.

Geometry as ORCA input:
```
! wB97M-V def2-TZVPD RIJCOSX def2/J DEFGRID3
* xyz 2 1
H 0.749 -0.624 3.970
C -0.065 -0.476 -3.306
H -1.132 2.590 -2.127
H 1.295 1.332 -3.478
H -0.630 -2.532 -2.549
H -0.222 1.812 3.582
C 1.072 0.361 -3.021
C 1.290 -1.610 -1.822
H 2.085 -0.710 1.732
C 0.131 -1.384 2.073
H -1.188 2.767 -0.308
N -0.385 1.434 1.442
H -1.428 1.564 1.512
H -0.335 0.431 1.120
H 1.751 -2.454 -1.278
N 1.234 -0.982 1.179
C -2.372 1.109 -1.101
C 0.172 1.097 2.849
H 2.880 0.002 -1.703
H -0.771 -1.370 1.433
H 0.239 -2.418 2.448
H -2.851 0.767 -0.170
H 1.534 -1.813 0.672
H 1.233 1.326 2.691
C -0.025 -0.390 3.229
H -0.999 -0.539 3.721
C 1.913 -0.341 -2.086
H -2.778 0.626 -1.995
C -1.496 2.173 -1.181
Lu -0.081 0.166 -0.982
C 0.048 -1.671 -2.526
H -0.866 -0.246 -4.022
*
```

---

No. 4
Here is 3 unconnected molecules or ions with the total composition C2H11N2O2 at a distorted geometry from the Open Molecules 2025 dataset. Energies are from ωB97M-V/def2-TZVPD.

Its frontier orbital gap is 9.45 eV. The LUMO energy is -3.175 eV. The energy is -342.520452 Eh. The energy above the lowest of the compared OMol25 structures with the same formula, charge and spin is 178.5 kJ/mol.

Geometry as ORCA input:
```
! wB97M-V def2-TZVPD RIJCOSX def2/J DEFGRID3
* xyz 1 1
H 1.668 3.691 0.360
O 2.321 3.025 0.632
N 0.879 -0.289 1.295
C -0.824 -0.053 -0.415
N -1.723 0.502 -1.229
H 0.298 1.598 0.345
C 0.184 0.535 0.276
H -1.857 -3.752 -0.609
H -2.486 -0.079 -1.533
O -1.176 -3.344 -1.121
H 1.139 -1.122 0.743
H 2.778 3.460 1.358
H 1.809 0.089 1.509
H 0.342 -0.513 2.122
H -0.794 -1.129 -0.600
H -0.812 -4.069 -1.598
H -1.746 1.451 -1.534
*
```

---

No. 5
Here is a single C3H5N3 molecule from the Open Molecules 2025 dataset. Energies are from ωB97M-V/def2-TZVPD.

Its frontier orbital gap is 10.09 eV. The LUMO energy is 0.884 eV. The energy is -281.456171 Eh. The energy above the lowest of the compared OMol25 structures with the same formula, charge and spin is 351.5 kJ/mol.

Geometry as ORCA input:
```
! wB97M-V def2-TZVPD RIJCOSX def2/J DEFGRID3
* xyz 0 1
H -1.897 -0.002 0.923
H -2.532 1.371 0.045
H -0.262 1.854 -0.937
N 1.950 -1.889 0.383
C -1.871 0.510 -0.036
H -2.336 -0.160 -0.760
H 2.569 -2.597 -0.027
N 1.748 0.257 0.615
C -0.467 0.944 -0.393
N 2.453 -0.808 0.048
C 0.645 0.520 0.139
*
```

---

No. 6
Here is 11 unconnected molecules or ions with the total composition C4H30NO10S at a distorted geometry from the Open Molecules 2025 dataset. Energies are from ωB97M-V/def2-TZVPD.

Its frontier orbital gap (alpha / beta) is 9.60 / 6.79 eV. The LUMO energy (alpha / beta) is -0.666 / -3.477 eV. The energy is -1375.609069 Eh.

Geometry as ORCA input:
```
! wB97M-V def2-TZVPD RIJCOSX def2/J DEFGRID3
* xyz 0 2
H 2.360 2.227 -2.765
C 2.258 0.675 0.162
C 2.452 -0.021 -1.156
H -2.490 0.434 0.258
H -0.010 0.456 0.619
H 3.467 0.071 -1.624
O -1.132 -2.531 -1.865
H -1.656 -3.338 -1.870
H -0.074 -3.800 1.389
H 0.215 -1.697 2.145
H -1.327 -0.919 -3.943
H -2.870 1.759 -2.559
H -0.129 1.041 -1.087
H -1.546 -1.034 2.955
O -0.934 -0.615 2.340
H 1.804 2.835 -1.411
O -0.466 -0.569 -4.184
H 3.224 0.828 0.689
H 2.377 -1.120 -1.067
H 1.673 -2.559 2.291
H -3.158 0.401 -2.329
H 1.349 1.142 3.268
N 1.403 1.856 0.086
H 1.513 -0.337 3.598
H 1.478 2.295 1.006
H -1.441 -2.016 -1.117
H -0.478 0.148 2.724
H -2.539 -0.670 -0.712
O 1.873 -3.454 -0.939
H 0.087 -0.449 -3.415
H 1.943 -3.051 -0.069
H -1.024 3.309 -0.116
H 2.093 -0.045 0.998
O -2.890 0.949 -3.088
H 1.807 0.270 -2.004
S -1.033 2.708 2.228
O 0.753 -2.452 2.565
H -1.316 -3.306 0.938
O 2.009 0.492 3.558
C 0.008 1.327 -0.035
H 0.910 -3.567 -0.990
O 2.176 3.045 -2.295
O -0.741 -4.067 0.722
O -3.118 0.019 -0.356
C -1.007 2.352 0.457
H -1.994 1.990 0.191
*
```